9
Properties=species:S:1:pos:R:3:mulliken_charge:R:1 method="wB97M-V/def2-TZVPD" de_lowest_kj_mol=199.1 lumo_energy_ev=0.72 energy_ev=-23288.1741
C -1.978 -1.799 0.745 -0.025
O -2.770 -1.106 0.185 -0.383
P 1.582 1.429 -0.602 0.107
S 1.689 -0.458 -0.902 -0.360
H 2.263 1.956 0.497 0.084
H -2.077 -2.071 1.812 0.214
H -1.090 -2.226 0.250 0.191
H 0.325 1.993 -0.386 0.087
H 2.057 2.281 -1.599 0.084

***

19
Properties=species:S:1:pos:R:3:lowdin_spin:R:1 method="wB97M-V/def2-TZVPD" charge=+1 spin_multiplicity=2 de_lowest_kj_mol=136.0 lumo_energy_ev="-5.89 / -9.82" energy_ev=-11485.4731
O -0.080 -0.208 2.057 0.583
C 0.660 -0.540 1.195 0.151
C 1.703 0.394 0.548 0.135
C 1.549 0.271 -0.991 0.027
H 0.792 -1.612 0.919 0.075
H 1.517 1.403 0.910 0.001
H 2.684 0.002 0.824 0.003
H 1.809 -0.757 -1.222 0.002
H 0.548 0.510 -1.326 0.002
H 2.306 0.903 -1.438 0.014
H -2.491 -0.073 -1.168 0.000
H -1.732 0.200 0.055 -0.001
O -1.921 -0.512 -0.519 0.000
H -0.747 -1.708 -1.596 0.000
H -0.485 -2.771 -2.688 0.000
O -0.132 -1.949 -2.297 0.004
H -1.721 2.876 0.702 0.000
H -0.941 1.706 1.340 0.000
O -0.845 2.474 0.776 0.002

***

15
Properties=species:S:1:pos:R:3:mulliken_charge:R:1 method="wB97M-V/def2-TZVPD" charge=+1 de_lowest_kj_mol=532.0 lumo_energy_ev="-4.87 / -4.87" energy_ev=-20778.4863
C 1.514 0.335 -0.098 0.441
C -0.810 0.842 1.428 -0.696
C -1.068 -1.742 -0.841 -0.538
N -0.605 0.199 0.192 -0.091
N 1.631 1.346 -0.905 -0.266
O -0.731 -1.137 0.406 -0.102
Cl 2.423 -0.810 0.568 0.026
H -1.298 0.284 2.278 0.353
H 0.165 1.273 1.815 0.259
H -1.477 1.780 1.244 0.295
H -0.016 -1.824 -1.373 0.228
H -1.738 -1.211 -1.492 0.308
H -1.428 -2.833 -0.722 0.270
H 0.913 1.937 -1.267 0.258
H 2.524 1.562 -1.234 0.257